No. 1
56
Properties=species:S:1:pos:R:3:forces:R:3 method="wB97M-V/def2-TZVPD" charge=0 homo_ha=-0.26937 e_tot_ev=-45710.2770 e_above_lowest_kj_mol=288.3
C 5.999 -3.715 -5.062 0.01 -0.06 -0.18
O 5.853 -3.269 -3.739 -0.12 0.12 0.30
C 4.611 -2.869 -3.324 0.01 0.05 0.19
C 3.463 -2.874 -4.108 0.28 -0.04 -0.14
C 2.258 -2.454 -3.578 -0.02 0.13 0.17
C 2.153 -2.002 -2.263 0.30 -0.19 -0.20
N 0.899 -1.645 -1.762 -0.27 -0.06 0.16
C 0.133 -0.640 -2.478 -0.30 0.05 -0.09
C -1.350 -0.849 -2.180 0.05 0.30 -0.39
N -1.572 -0.733 -0.752 0.05 -0.26 -0.23
C -2.237 0.328 -0.276 -0.69 -0.21 0.08
O -2.794 1.143 -0.996 -0.13 0.18 -0.06
C -2.404 0.439 1.242 -0.34 0.09 -0.32
N -1.172 0.845 1.883 0.45 0.54 -0.40
C -1.201 0.892 3.338 0.21 0.15 0.38
C -2.174 1.899 3.892 -0.07 -0.04 0.14
C -1.762 3.207 4.123 0.00 -0.04 0.16
C -2.659 4.152 4.589 0.02 0.05 0.00
C -3.979 3.802 4.825 -0.04 0.04 0.01
C -4.396 2.501 4.602 -0.11 -0.02 0.01
C -3.498 1.554 4.140 0.08 0.04 0.02
S -0.381 2.117 1.126 0.28 0.31 -0.10
C -1.590 3.412 0.773 0.41 -0.71 0.14
O 0.598 2.606 2.053 -0.16 0.15 0.36
O 0.111 1.617 -0.123 -0.30 0.15 -0.22
C -0.761 -1.657 0.005 0.37 -0.15 0.24
C 0.727 -1.481 -0.335 -0.17 -0.12 0.17
C 3.315 -1.995 -1.487 -0.17 0.08 -0.06
C 4.517 -2.426 -2.007 0.19 -0.15 -0.30
H 7.052 -3.970 -5.174 -0.08 0.00 -0.05
H 5.739 -2.933 -5.784 0.00 -0.04 0.02
H 5.391 -4.605 -5.258 0.01 0.04 0.00
H 3.489 -3.213 -5.132 0.03 -0.04 -0.08
H 1.377 -2.492 -4.201 -0.10 -0.04 -0.03
H 0.316 -0.719 -3.548 -0.03 0.01 0.04
H 0.411 0.369 -2.136 0.02 -0.06 -0.18
H -1.956 -0.092 -2.678 0.05 -0.13 0.03
H -1.661 -1.849 -2.499 0.04 0.06 -0.03
H -2.717 -0.525 1.656 0.09 0.07 0.01
H -3.213 1.163 1.417 0.09 -0.21 -0.10
H -1.444 -0.115 3.694 0.05 0.05 -0.08
H -0.185 1.146 3.639 -0.14 -0.17 0.19
H -0.733 3.473 3.931 0.09 0.05 0.01
H -2.328 5.164 4.770 0.03 0.09 0.02
H -4.679 4.540 5.188 -0.06 0.06 0.03
H -5.422 2.222 4.792 -0.08 -0.02 0.02
H -3.826 0.537 3.982 -0.03 -0.12 -0.02
H -2.123 3.657 1.682 -0.07 0.04 0.13
H -1.022 4.262 0.419 0.21 0.11 -0.04
H -2.249 3.042 -0.005 -0.11 -0.07 -0.07
H -0.895 -1.507 1.073 -0.06 -0.04 -0.01
H -1.071 -2.673 -0.267 0.07 0.05 0.11
H 1.292 -2.254 0.188 -0.02 0.04 0.01
H 1.046 -0.486 0.006 0.09 -0.18 0.03
H 3.291 -1.633 -0.472 -0.02 0.04 0.11
H 5.411 -2.416 -1.405 0.11 0.01 0.08

=====

No. 2
59
Properties=species:S:1:pos:R:3:forces:R:3 method="wB97M-V/def2-TZVPD" charge=0 homo_ha=-0.29726 e_tot_ev=-51830.9359 e_above_lowest_kj_mol=2309.0
C 6.605 -2.598 3.549 -1.43 -1.97 -0.14
C 5.416 -1.728 2.919 3.91 -1.63 2.65
H 5.012 -1.090 3.755 0.03 -0.49 -1.18
H 5.856 -1.197 2.083 -0.09 0.73 0.08
O 4.535 -2.683 2.402 1.72 1.26 1.68
C 3.447 -2.028 2.072 -0.69 -2.35 -0.12
C 2.522 -2.836 1.713 -9.98 -7.63 -3.93
C 1.182 -2.645 1.044 9.26 7.86 4.61
C 1.011 -1.276 0.922 -0.50 4.23 -0.65
C 1.957 -0.235 1.279 0.44 -5.58 2.36
C 3.046 -0.791 2.077 0.34 7.66 -2.67
H 3.884 -0.154 2.262 -0.09 1.41 0.47
H 1.883 0.774 0.985 -0.20 0.93 0.11
S -0.572 -0.577 0.249 9.76 1.44 0.96
O -0.298 0.677 -0.319 0.46 4.43 0.36
O -0.884 -1.446 -0.706 -4.10 -8.14 -6.60
N -1.495 -0.453 1.360 -7.79 -0.62 8.19
C -1.826 0.779 2.087 -1.43 0.75 -2.90
C -3.312 1.305 1.405 8.79 7.47 4.60
N -3.966 0.486 0.768 -4.92 -10.66 -9.76
C -4.009 -0.935 1.345 -3.42 2.06 2.31
C -2.622 -1.492 1.706 0.57 0.65 -6.18
H -2.667 -2.095 2.547 0.97 -0.39 2.19
H -2.465 -2.127 0.831 0.20 -0.85 0.52
H -4.876 -1.767 0.848 3.06 2.69 1.06
H -4.508 -0.599 2.335 0.41 -1.21 -1.03
C -3.519 0.265 -0.876 -5.19 -0.41 5.94
H -2.880 -0.497 -0.801 3.73 -2.04 -0.31
C -3.345 1.506 -1.556 -5.33 -1.58 -4.94
O -2.376 2.361 -1.261 2.73 -1.20 1.09
H -1.693 1.668 -0.948 0.06 2.13 -0.24
C -3.205 0.790 -3.161 -7.00 13.33 0.44
O -2.568 1.824 -3.881 4.08 0.46 -1.08
C -1.094 1.995 -3.777 -4.04 -3.08 1.41
C -0.280 1.074 -3.093 -12.05 -3.47 -3.00
C 0.814 1.386 -2.715 14.90 4.36 0.72
C 1.473 2.473 -3.405 2.62 7.35 3.68
C 0.701 3.681 -3.849 -0.41 -6.32 -1.59
C -0.660 3.155 -4.144 4.84 3.92 0.46
H -1.295 3.835 -4.504 -2.74 2.36 -1.53
H 1.092 4.588 -4.400 -0.35 -1.19 1.25
H 2.621 2.956 -2.851 -3.38 -2.27 -2.13
N 1.898 0.529 -2.027 -2.43 -4.12 1.02
O 2.926 1.048 -1.605 -2.15 -1.74 -0.75
O 1.484 -0.756 -1.886 2.91 5.57 -0.74
H -0.760 0.188 -2.820 -0.37 -1.48 0.64
H -2.721 0.034 -3.159 5.46 -10.09 -0.09
H -4.200 0.925 -3.725 1.11 -1.58 1.47
H -4.418 1.964 -1.618 2.13 -0.09 0.21
H -4.424 -0.399 -1.026 0.37 1.60 -1.22
H -2.942 2.142 0.777 -0.84 -0.18 0.54
H -3.852 1.687 2.214 -0.74 1.00 1.93
H -2.234 0.511 3.018 0.97 -0.13 1.81
H -1.012 1.488 1.888 -0.51 0.02 1.00
H 0.401 -3.037 0.691 -5.39 -5.27 -2.30
H 2.466 -3.878 1.943 1.61 -0.83 0.19
H 7.534 -2.131 3.776 0.44 1.01 0.19
H 6.339 -3.260 4.452 -0.14 1.42 -1.10
H 6.871 -3.381 2.810 -0.19 0.51 0.03

=====

No. 3
59
Properties=species:S:1:pos:R:3:forces:R:3 method="wB97M-V/def2-TZVPD" charge=0 homo_ha=-0.30595 e_tot_ev=-43066.5673
C -1.009 1.642 -3.107 -0.15 -0.41 0.04
C -1.490 0.297 -3.635 0.00 0.51 -0.42
O -1.651 -0.683 -2.615 0.18 -0.38 0.12
C -0.655 -0.960 -1.734 0.21 -0.02 0.18
C -1.084 -1.319 -0.461 0.14 -0.08 0.12
C -0.174 -1.644 0.531 0.15 0.21 -0.51
C -0.665 -1.869 1.903 -0.53 -0.17 0.14
O -1.832 -1.988 2.207 0.28 -0.27 -0.09
O 0.331 -1.812 2.800 0.09 -0.20 -0.19
C -0.020 -1.596 4.156 -0.08 -0.26 0.48
C -1.147 -0.587 4.343 0.20 0.17 -0.19
O -1.956 -0.775 5.244 0.12 -0.18 0.14
C -1.251 0.494 3.379 -0.16 0.22 0.17
C -2.530 0.970 3.073 0.61 -0.02 0.15
N -3.565 0.735 3.883 -0.24 -0.17 -0.09
N -2.733 1.696 1.937 -0.25 -0.06 0.13
C -4.069 2.120 1.565 -0.19 0.18 -0.19
C -1.702 2.020 1.059 0.05 -0.05 0.04
O -1.928 2.598 0.018 -0.06 0.12 -0.15
N -0.443 1.692 1.465 0.23 0.05 -0.06
C 0.654 2.112 0.610 0.22 0.18 -0.13
C -0.117 0.935 2.603 -0.44 0.33 0.21
O 1.053 0.746 2.870 0.18 -0.06 0.09
C 1.191 -1.576 0.271 0.03 -0.06 -0.03
C 1.645 -1.213 -0.986 -0.04 -0.02 -0.05
O 2.968 -1.071 -1.299 -0.45 0.07 -0.20
C 3.948 -1.177 -0.280 0.33 0.12 0.29
C 3.986 0.032 0.650 -0.17 -0.28 -0.27
C 0.723 -0.955 -2.024 -0.05 -0.03 -0.08
O 1.097 -0.646 -3.301 -0.25 0.19 0.44
C 2.240 -1.262 -3.877 0.45 -0.24 -0.52
C 2.023 -1.300 -5.383 -0.10 0.03 0.47
H 0.042 1.591 -2.837 0.12 0.07 0.03
H -1.131 2.396 -3.881 0.02 0.10 -0.11
H -1.582 1.939 -2.232 -0.04 0.06 0.02
H -0.819 -0.066 -4.419 -0.19 0.01 0.11
H -2.499 0.390 -4.046 0.15 0.00 0.02
H -2.142 -1.339 -0.255 -0.13 0.03 0.01
H 0.892 -1.224 4.630 -0.15 -0.06 -0.05
H -0.337 -2.531 4.631 0.01 0.20 -0.08
H -4.508 0.785 3.537 0.05 0.06 -0.03
H -3.343 0.091 4.651 -0.06 0.18 -0.06
H -3.975 2.698 0.647 -0.08 -0.10 0.17
H -4.710 1.258 1.372 -0.02 0.01 0.01
H -4.500 2.747 2.347 -0.02 -0.03 0.00
H 0.895 1.324 -0.105 0.04 0.02 -0.03
H 0.353 3.009 0.075 0.05 -0.08 0.02
H 1.518 2.306 1.242 -0.06 -0.03 -0.09
H 1.874 -1.786 1.074 0.13 0.06 0.04
H 3.817 -2.107 0.286 0.02 0.03 -0.09
H 4.887 -1.245 -0.837 -0.12 -0.07 0.13
H 4.846 -0.052 1.308 0.10 0.01 0.10
H 3.089 0.104 1.259 -0.06 0.06 0.09
H 4.082 0.942 0.062 0.04 0.10 -0.04
H 3.139 -0.684 -3.637 -0.17 -0.16 0.01
H 2.360 -2.277 -3.483 -0.01 0.12 0.02
H 1.878 -0.292 -5.763 0.01 0.10 -0.09
H 2.889 -1.741 -5.868 0.10 -0.03 -0.08
H 1.142 -1.892 -5.623 -0.07 -0.06 -0.07

=====

No. 4
62
Properties=species:S:1:pos:R:3:forces:R:3 method="wB97M-V/def2-TZVPD" charge=0 homo_ha=-0.34581 e_tot_ev=-48092.5035 e_above_lowest_kj_mol=0.0
O 0.313 6.950 -1.265 -0.47 -0.53 -0.06
C 0.003 6.027 -1.992 1.05 2.07 2.82
C -0.413 4.646 -1.517 -0.54 0.16 -0.78
C -0.571 3.890 -2.841 -0.20 -0.53 0.30
N 0.056 2.560 -2.806 0.21 -0.23 -0.48
C -0.441 1.491 -3.529 -1.81 2.07 -0.52
O -1.540 1.584 -4.058 0.44 -0.46 0.30
C 0.381 0.292 -3.740 1.36 -1.30 0.25
C 1.683 0.440 -4.251 0.16 -0.13 0.00
C 2.502 -0.672 -4.541 -3.21 -0.51 1.13
N 3.817 -0.508 -5.046 2.63 0.34 -0.99
O 4.416 -1.509 -5.455 -0.88 1.04 0.54
O 4.307 0.627 -5.044 -0.77 -1.21 0.07
C 1.957 -1.953 -4.327 0.43 0.18 -0.09
C 0.665 -2.113 -3.823 0.09 0.58 -0.04
C -0.132 -1.005 -3.504 1.03 -0.33 -1.27
C -1.468 -1.236 -2.920 -0.79 0.89 1.77
O -1.787 -0.623 -1.913 -0.03 -0.74 -1.07
O -2.251 -2.183 -3.484 0.74 0.64 0.07
C 0.057 4.859 -3.850 2.50 -1.53 -2.42
O 0.645 4.558 -4.875 -1.08 -0.34 0.50
N 0.184 6.110 -3.337 -0.79 -0.59 0.29
H 0.368 4.218 -0.882 -0.05 0.24 -0.07
H -1.352 4.687 -0.958 0.29 0.05 0.06
H -1.638 3.813 -3.081 0.33 -0.47 -0.07
H 1.018 2.478 -2.487 -0.34 0.28 -0.02
H 2.048 1.445 -4.460 0.02 -0.24 0.04
H 2.538 -2.847 -4.546 0.02 0.33 -0.01
H 0.277 -3.117 -3.664 0.07 0.21 -0.05
H -3.077 -2.149 -2.979 -0.07 -0.12 0.03
H 0.885 6.739 -3.709 -0.32 0.15 -0.13
C 0.345 -2.642 0.193 -0.29 0.29 0.39
C 0.011 -1.525 1.189 0.20 -0.24 0.27
C -0.414 -2.008 2.599 -0.25 -0.13 -0.28
C -1.695 -2.861 2.519 0.50 0.19 0.25
C -0.597 -0.794 3.551 0.21 0.19 -0.41
N 0.605 0.065 3.645 -2.26 -0.49 -0.35
C 1.842 -0.161 4.099 1.85 -0.24 0.58
C 2.368 -1.553 4.388 -0.36 0.14 0.18
O 2.599 0.790 4.218 0.09 0.26 -0.03
C -1.207 -1.144 4.924 1.28 -0.58 0.62
O -0.516 -1.570 5.842 -0.17 0.15 -0.32
N -2.531 -0.977 5.060 -0.99 0.21 -0.38
C -3.268 -1.265 6.290 0.45 -0.02 -0.05
H 0.762 -2.201 -0.712 0.03 -0.07 -0.05
H 1.081 -3.320 0.626 0.01 -0.13 -0.09
H -0.553 -3.197 -0.078 0.07 -0.16 -0.07
H 0.906 -0.910 1.275 -0.05 0.20 0.14
H -0.780 -0.905 0.766 -0.09 0.15 0.00
H 0.367 -2.655 2.996 0.17 0.00 0.11
H -2.519 -2.273 2.115 -0.15 -0.02 -0.04
H -1.531 -3.730 1.883 -0.04 0.07 -0.08
H -1.965 -3.241 3.504 -0.12 0.04 0.00
H -1.346 -0.170 3.064 0.02 0.23 -0.21
H 0.456 1.043 3.455 -0.02 0.05 0.09
H 1.684 -2.106 5.023 -0.18 -0.16 -0.05
H 2.523 -2.080 3.451 0.00 -0.15 -0.12
H 3.321 -1.461 4.905 -0.07 0.16 -0.14
H -3.049 -0.632 4.268 0.04 -0.01 0.12
H -2.903 -2.196 6.731 -0.01 0.14 -0.08
H -3.114 -0.459 7.010 -0.06 -0.09 0.05
H -4.334 -1.364 6.080 0.16 0.06 -0.12